(1)
ORCA calculation (ωB97M-V/def2-TZVPD) on the ion C9H23NO2P with charge +1 at a distorted geometry.

```
36
Properties=species:S:1:pos:R:3:forces:R:3
C -0.557920 3.051473 -0.377815 -0.086 0.745 -3.039
C -0.055081 2.362803 0.837914 -1.595 -1.492 2.103
C 0.631082 1.009490 0.470815 0.261 -0.078 6.561
N 2.185955 0.941071 0.817017 -3.067 -4.543 1.623
P -0.211356 -0.424503 1.695292 1.427 0.447 -2.363
C -1.514913 -0.913862 0.495388 0.728 -0.570 1.020
C -2.705262 0.017720 0.368318 -2.817 -0.544 -0.424
C -3.856661 -0.764731 -0.513563 2.732 2.498 -0.440
O -4.757595 0.285771 -0.968172 1.778 -1.001 1.301
C 0.873835 -1.974638 1.253578 2.690 4.076 -0.097
C 1.254072 -2.316594 -0.165580 0.147 -1.837 -1.424
C 2.762065 -2.291450 -0.595649 -2.084 -1.978 0.839
O 3.042354 -0.979264 -0.990571 0.281 0.047 -3.082
H -1.286828 2.309723 -0.985093 1.790 1.934 1.156
H -1.093772 4.024364 -0.203438 0.298 -1.162 0.110
H 0.350007 3.375783 -1.042219 -1.685 -0.812 0.786
H -0.992434 2.148559 1.518925 1.739 0.141 -1.102
H 0.567609 2.949212 1.501875 0.305 0.400 -0.058
H 0.480529 0.915315 -0.505313 -0.006 -1.173 -4.230
H 2.277489 0.343138 1.726270 -0.293 2.128 -1.285
H 2.595612 1.813611 0.903952 1.454 1.974 -0.006
H 2.599771 0.204296 0.208267 0.420 0.994 -1.097
H -1.607023 -1.989292 0.838522 -1.171 1.078 -0.323
H -0.960072 -1.046157 -0.427897 -0.369 0.249 -0.457
H -2.467892 0.993376 -0.137436 -0.088 -1.175 0.290
H -3.248865 0.324684 1.337704 1.180 -0.682 -1.174
H -3.302912 -1.222793 -1.424305 -1.087 0.385 1.468
H -4.284446 -1.501058 0.166211 -0.355 -0.091 -0.373
H -5.433721 -0.195732 -1.395143 -1.563 -0.421 -0.923
H 0.345365 -2.718860 1.682767 -1.465 -2.591 1.753
H 1.812381 -1.775851 1.853295 -0.813 -0.707 -0.308
H 0.865481 -1.630620 -0.865572 -0.898 1.098 -0.778
H 0.773374 -3.269393 -0.527656 0.543 0.611 0.766
H 3.325174 -2.544598 0.271676 0.956 -0.164 0.510
H 2.929054 -3.079654 -1.389055 0.052 1.128 0.706
H 2.817166 -1.046783 -1.978020 0.662 1.087 1.991
```
Positions in Å, forces in eV/Å.

Calculated values
LUMO level: -2.904 eV
E: -902.9515 Eh
Orbital gap: 0.3681 Eh
Total charge: +1
Energy relative to the best compared isomer or geometry (same formula, charge and spin): 2.761 eV
HOMO energy: -12.9 eV

***

(2)
ORCA calculation (ωB97M-V/def2-TZVPD) on a cluster of 2 separate species, C4H14N3O in total at a distorted geometry.

```
22
Properties=species:S:1:pos:R:3:forces:R:3
C -2.322583 1.307720 0.858626 0.040 -0.827 -0.934
C -1.832657 0.082020 1.588224 0.516 -0.639 0.254
O -2.109008 1.188383 -0.565666 0.234 -0.160 0.025
H -3.406171 1.332326 0.954587 0.046 0.601 0.286
H -1.802723 2.207524 1.174116 -0.324 0.174 0.387
H -2.289246 -0.846521 1.240366 -0.393 0.194 -0.128
H -1.397201 0.555473 -0.712291 -0.152 0.123 0.124
H -2.008413 0.131774 2.662826 -0.028 0.149 0.002
H -0.757665 -0.099864 1.452152 0.049 0.380 0.044
C 0.626805 -0.886139 -2.272164 0.108 0.615 -0.432
C 1.641258 -0.234358 -0.103109 0.454 -0.082 -0.243
N 1.434153 -0.022501 -1.394703 -0.450 0.042 0.073
N 1.673258 -1.465134 0.397697 -0.359 -0.182 0.477
N 1.889930 0.800921 0.732767 0.419 -0.587 -0.247
H 1.515033 0.936483 -1.704235 -0.154 -0.029 0.080
H 1.321702 -2.285609 -0.070403 0.056 0.231 -0.184
H 1.919436 -1.596371 1.367386 -0.131 -0.002 -0.079
H 2.386351 1.594640 0.357905 -0.198 0.232 -0.073
H 2.250769 0.504022 1.622878 0.070 0.269 0.328
H -0.420875 -0.583965 -2.231942 -0.032 -0.242 0.213
H 0.744785 -1.943499 -2.063512 0.087 0.021 0.036
H 0.943063 -0.677324 -3.291505 0.142 -0.279 -0.006
```
Positions in Å, forces in eV/Å.

Calculated values
LUMO level: -3.319 eV
E: -400.0817 Eh
Orbital gap: 0.3689 Eh
Total charge: +1
Energy relative to the best compared isomer or geometry (same formula, charge and spin): 1.383 eV
HOMO energy: -13.4 eV

***

(3)
ORCA calculation (ωB97M-V/def2-TZVPD) on an isolated molecule of C4H7NO at a distorted geometry.

```
13
Properties=species:S:1:pos:R:3:forces:R:3
C -1.675378 -0.275397 0.002548 -0.245 -0.835 -1.100
N -1.156964 1.162242 0.329480 -1.423 -0.483 0.152
C -0.499807 0.303914 -0.626147 -0.089 -0.514 -0.225
C 0.820412 -0.381637 -0.459884 -0.068 0.054 -0.099
C 1.894660 0.160573 0.364372 0.227 0.240 -0.004
O 1.078194 -0.910700 0.828206 -0.001 -0.156 0.195
H -1.400496 -1.056883 0.722855 -0.488 0.397 0.004
H -2.637886 -0.324640 -0.469193 -0.148 -0.199 -0.330
H -1.446158 0.743881 1.227249 2.040 1.117 1.001
H -0.702606 0.626011 -1.649732 0.320 0.313 0.251
H 1.066784 -1.053772 -1.286568 0.016 0.139 0.153
H 2.929174 -0.104716 0.149046 -0.169 0.047 0.050
H 1.730075 1.111125 0.867770 0.027 -0.118 -0.048
```
Positions in Å, forces in eV/Å.

Calculated values
LUMO level: 1.176 eV
E: -286.4671 Eh
Orbital gap: 0.3914 Eh
Energy relative to the best compared isomer or geometry (same formula, charge and spin): 4.479 eV
HOMO energy: -9.5 eV

***

> Among the records above, which one has the lowest energy relative to the best compared isomer or geometry (same formula, charge and spin)?

C4H14N3O